Entry 1:
81
Properties=species:S:1:pos:R:3 method="wB97M-V/def2-TZVPD" total_energy_ha=-1966.209322 spin_multiplicity=4 s2=3.77 relative_energy_ev=0.0000 gap_ev="6.15 / 2.35" total_charge=+4
Tc -1.091 0.641 -0.909
P -1.060 1.284 1.570
P -0.098 -1.000 -2.441
O 1.798 1.703 -0.718
O -1.549 -1.955 0.709
N 3.220 -2.131 0.789
N 3.675 -3.234 2.621
C -2.223 3.305 0.375
C 4.797 -2.408 2.333
C -1.257 -3.248 -4.028
C 2.725 -1.529 -2.630
C -1.141 3.080 1.437
C 2.733 0.531 5.041
C 0.073 0.120 -3.938
C 0.269 -0.537 -5.304
C 2.784 2.397 3.307
C -1.479 -2.218 -2.896
C -2.737 -1.381 -3.008
C 0.693 1.296 -0.826
C 2.050 1.149 3.809
C -1.418 -0.966 0.056
C 4.468 -1.669 1.262
C 3.619 -4.344 3.554
C 1.356 -2.219 -2.753
C 1.390 -3.569 -2.047
C -0.998 1.192 -3.974
C -3.606 0.573 2.571
C -1.506 -0.223 3.829
C -1.092 3.897 2.765
C -2.165 0.910 3.018
C 2.734 -3.029 1.673
H -0.167 3.284 0.959
H -1.301 1.437 -2.905
H -1.857 0.959 -4.625
H 2.066 -0.112 5.627
H 2.279 -4.111 -2.405
H -2.975 -1.114 -4.040
H 2.032 0.411 3.008
H 2.156 3.289 3.288
H 1.011 1.371 4.049
H -0.170 3.638 3.329
H 1.224 -2.429 -3.824
H 3.983 -5.252 3.044
H -4.258 0.482 3.467
H 3.074 1.332 5.709
H -0.658 -0.973 -5.707
H -2.298 2.462 -0.362
H -1.088 -0.988 3.157
H 1.467 -3.464 -0.959
H -2.730 -0.454 -2.400
H -2.230 -0.707 4.505
H 1.074 -1.283 -5.276
H -3.565 -1.976 -2.607
H -1.931 4.199 -0.180
H 4.213 -4.111 4.434
H 1.683 -3.296 1.816
H 3.044 -2.106 -0.214
H 2.917 -0.785 -3.423
H 2.567 -4.515 3.844
H 5.707 -2.432 2.926
H -1.965 3.777 3.427
H -3.637 -0.381 2.020
H -1.022 4.962 2.491
H -0.575 2.134 -4.408
H -2.144 -3.895 -4.054
H 0.548 -4.226 -2.277
H 1.022 0.605 -3.647
H 0.586 0.257 -5.996
H -4.044 1.362 1.934
H -1.127 -2.828 -5.036
H -2.224 1.805 3.666
H 3.623 2.637 3.955
H 4.983 -0.908 0.712
H 2.807 -1.011 -1.660
H 3.211 2.237 2.311
H -3.211 3.491 0.801
H 3.606 -0.030 4.725
H -0.690 0.162 4.451
H -1.516 -2.798 -1.955
H -0.414 -3.922 -3.825
H 3.528 -2.288 -2.701


Entry 2:
57
Properties=species:S:1:pos:R:3 method="wB97M-V/def2-TZVPD" total_energy_ha=-1570.394719 relative_energy_ev=0.4907 gap_ev=6.45 total_charge=+3
Pt -0.435 -0.609 0.510
S -0.536 -2.551 4.675
N -0.274 0.518 -1.147
N 3.078 -2.240 1.412
N 0.142 2.753 -0.485
N 1.345 -1.349 0.421
N -0.364 -1.513 2.380
C -1.187 4.872 -0.821
C -0.685 2.540 1.862
C -0.368 2.258 -2.809
C -3.298 -0.823 0.644
C 2.364 -1.418 -0.552
C -1.211 -1.740 3.362
C 0.177 4.200 -0.852
C -1.595 -1.878 -0.744
C -0.181 1.844 -1.378
C 3.641 -1.304 -2.536
C 1.815 -1.881 1.563
C 3.467 -1.976 0.100
C 0.891 -2.029 2.670
C 2.435 -1.084 -1.900
C 4.753 -1.833 -1.863
C 0.494 2.437 0.904
C -3.827 -2.903 -0.712
C 4.687 -2.185 -0.533
C -2.766 -2.164 0.129
C 0.975 -2.629 3.882
H 5.678 -1.974 -2.404
H 5.537 -2.607 -0.013
H -1.931 4.337 -1.411
H -0.615 1.407 -3.439
H -1.858 -1.243 -1.588
H -1.568 4.972 0.194
H -4.659 -3.169 -0.059
H 0.647 4.293 -1.829
H -0.933 -2.691 -1.038
H 1.821 -3.112 4.346
H 0.848 4.673 -0.139
H -4.208 -2.266 -1.510
H -1.095 5.875 -1.235
H 1.593 -0.696 -2.450
H 0.979 1.452 0.912
H -2.242 -1.418 3.352
H -2.474 -2.822 0.952
H 0.548 2.713 -3.187
H -2.502 -0.146 1.052
H -0.386 0.024 -2.019
H 1.264 3.144 1.206
H -3.431 -3.820 -1.145
H -3.795 -0.262 -0.148
H -1.522 1.903 1.566
H -1.168 2.991 -2.901
H -4.006 -0.951 1.464
H 3.654 -2.684 2.115
H -1.070 3.557 1.887
H -0.376 2.281 2.875
H 3.733 -1.069 -3.587


Entry 3:
111
Properties=species:S:1:pos:R:3 method="wB97M-V/def2-TZVPD" total_energy_ha=-1963.051014 relative_energy_ev=4.1095 smiles=COC[C@H](C)N.COC[C@H](C)N.COC[C@H](C)N.COC[C@H](C)N.COC[C@H](C)N.COC[C@H](C)N.O.O.O gap_ev=9.47 total_charge=0
O -8.888 -12.403 -14.959
O -11.621 -15.169 -12.388
O -2.998 -12.593 -5.902
O -20.686 -7.938 -16.413
O -5.357 -20.293 -10.545
O -12.455 -16.572 -3.228
O -7.189 -4.021 -13.901
O -9.236 -9.006 -7.646
O -1.420 -9.211 0.678
N -14.113 -16.663 -5.709
N -10.407 -12.509 -7.496
N -6.099 -17.907 -9.082
N 0.545 -10.715 2.402
N -7.094 -7.671 -12.905
N -21.544 -10.462 -15.173
C -0.100 -8.839 0.958
C -14.333 -18.965 -5.472
C -4.842 -16.526 -10.510
C -20.188 -7.269 -17.519
C -19.774 -8.927 -15.882
C -12.779 -17.733 -3.951
C -8.202 -8.245 -7.202
C -9.031 -6.459 -13.371
C 1.625 -8.537 2.758
C -20.383 -9.649 -14.714
C -6.771 -5.243 -13.213
C -10.418 -11.133 -7.970
C -4.525 -21.389 -10.885
C -11.761 -10.531 -7.829
C -9.422 -10.324 -7.172
C -11.080 -16.414 -2.878
C -7.520 -6.499 -13.708
C -6.251 -2.961 -13.629
C -19.457 -10.516 -13.825
C -1.890 -8.806 -0.602
C 0.398 -9.244 2.328
C -4.650 -19.077 -10.805
C -5.578 -17.888 -10.409
C -14.154 -17.696 -4.660
H -2.048 -7.731 -0.690
H -4.732 -16.260 -11.562
H -3.503 -21.116 -10.622
H -4.332 -18.960 -11.841
H -21.426 -11.052 -15.985
H -5.342 -17.748 -8.433
H -18.932 -8.313 -15.563
H -20.012 -10.964 -13.000
H -7.428 -7.522 -11.963
H -7.279 -6.592 -14.767
H -10.063 -11.145 -9.001
H -7.310 -8.703 -7.629
H -10.832 -17.166 -2.129
H -20.979 -6.600 -17.857
H 2.092 -8.916 3.667
H -8.340 -7.178 -7.374
H -20.728 -8.826 -14.089
H -12.423 -11.230 -8.341
H -0.123 -11.125 3.039
H -6.349 -18.872 -8.918
H -12.000 -17.948 -4.682
H -6.835 -5.188 -12.126
H -20.016 -7.952 -18.351
H -4.537 -21.676 -11.936
H -9.471 -12.861 -7.641
H -19.310 -6.713 -17.193
H -10.496 -12.425 -6.493
H -14.981 -17.504 -3.976
H -2.827 -9.327 -0.793
H -14.277 -15.863 -5.114
H -8.104 -12.702 -15.419
H -9.238 -6.428 -12.301
H -5.707 -5.415 -13.377
H -13.627 -18.973 -6.302
H -18.999 -11.412 -14.245
H -6.123 -2.767 -12.564
H -6.085 -7.724 -12.873
H -6.425 -17.914 -11.095
H 0.223 -11.273 1.624
H -11.374 -15.080 -11.468
H -8.111 -8.321 -6.118
H -10.788 -15.538 -2.300
H -10.394 -16.281 -3.714
H -15.341 -19.272 -5.752
H -8.560 -10.989 -7.208
H -8.569 -11.736 -14.351
H -3.835 -16.530 -10.094
H -9.616 -7.262 -13.819
H -18.702 -9.856 -13.398
H -1.203 -9.119 -1.387
H -3.766 -18.896 -10.193
H -13.166 -16.500 -6.020
H -12.068 -10.445 -6.787
H -22.078 -9.711 -15.587
H -12.821 -18.602 -3.294
H 2.401 -8.570 1.993
H -2.480 -12.342 -6.667
H -19.501 -9.586 -16.706
H -0.078 -7.751 0.896
H -5.354 -15.685 -10.042
H -0.373 -8.913 3.023
H 1.358 -7.498 2.955
H -11.845 -9.581 -8.358
H -4.820 -22.264 -10.306
H -9.504 -5.530 -13.689
H -6.356 -1.992 -14.116
H -14.078 -19.781 -4.796
H 0.532 -9.289 0.193
H -10.885 -14.794 -12.872
H -9.772 -10.201 -6.147
H -5.262 -3.346 -13.878
H -2.812 -13.524 -5.781


Entry 4:
24
Properties=species:S:1:pos:R:3 method="wB97M-V/def2-TZVPD" total_energy_ha=-347.542251 relative_energy_ev=4.9680 gap_ev=7.68 total_charge=0
N -1.620 -0.192 -0.360
N 0.539 2.801 -0.943
C 1.385 -0.577 -0.648
C -0.619 0.666 -0.136
C 0.638 -2.238 0.753
C -0.382 1.716 -1.215
C -0.361 1.008 1.298
C -0.711 -2.499 0.891
H 0.262 3.347 -0.137
H 1.216 -2.862 0.087
H 0.985 -0.829 -1.630
H -1.500 -1.129 0.175
H 2.294 -1.134 -0.437
H -1.808 -0.363 -1.344
H -0.413 0.113 1.916
H 0.610 1.482 1.425
H 1.189 -1.798 1.575
H -1.181 -3.259 0.279
H 1.485 2.469 -0.804
H -1.355 2.158 -1.460
H 1.756 0.447 -0.627
H -1.129 1.703 1.658
H -0.045 1.198 -2.118
H -1.234 -2.229 1.803


Entry 5:
9
Properties=species:S:1:pos:R:3 method="wB97M-V/def2-TZVPD" total_energy_ha=-371.566261 relative_energy_ev=1.4721 smiles="O=c1nncn[nH]1" gap_ev=8.36 total_charge=0
O 1.715 1.370 -0.985
N -1.617 0.585 -0.177
N 0.945 -0.410 0.053
N -0.663 0.937 -1.088
N 0.027 -1.014 0.760
C -1.157 -0.423 0.694
C 0.735 0.618 -0.855
H -1.891 -0.887 1.269
H 1.906 -0.774 0.329